[1]
A molecular structure, C53H43AuN4PSb. Source: the OMol25 dataset; level of theory: ωB97M-V/def2-TZVPD.

Total charge: +2
Multiplicity: 3
ΔE to the lowest compared entry with this formula, charge and spin, kJ/mol: 0.0
E_tot, hartree: -2981.24049
Expectation value of S²: 2.065

Last column: Löwdin spin population.
Positions of all 103 atoms, in Å:
Au 0.05 -0.05 -0.42  0.42
C -0.23 5.40 -2.09  0.05
C -1.16 4.40 -2.37  0.00
C -1.27 3.29 -1.54  0.05
C -0.47 3.21 -0.40  0.03
C 0.45 4.22 -0.11  0.05
C 0.57 5.30 -0.96  0.00
N -0.54 2.04 0.38  0.47
C -0.60 2.12 1.72  0.02
C -0.85 3.31 2.44  0.12
C -0.90 3.30 3.81  -0.02
C -0.73 2.11 4.53  0.15
C -0.53 0.91 3.86  -0.01
C -0.48 0.91 2.48  0.10
N -0.36 -0.28 1.72  0.03
N -0.49 -1.35 2.32  0.09
C -0.41 -2.51 1.51  0.01
C -0.51 -3.72 2.17  0.02
C -0.42 -4.89 1.42  0.00
C -0.23 -4.77 0.05  0.02
C -0.16 -3.51 -0.52  0.00
N -0.24 -2.39 0.19  0.07
H -0.14 6.25 -2.75  0.00
H -1.79 4.47 -3.24  0.00
H -1.98 2.51 -1.75  0.00
H 1.09 4.12 0.76  0.00
H 1.30 6.07 -0.75  0.00
H -1.04 4.23 1.89  0.00
H -1.10 4.22 4.34  0.00
H -0.77 2.12 5.61  0.01
H -0.43 -0.02 4.40  0.00
H -0.65 -3.73 3.24  0.00
H -0.49 -5.85 1.89  0.00
H -0.16 -5.65 -0.58  0.00
H -0.02 -3.40 -1.59  0.00
C 4.79 -4.74 0.23  0.00
C 3.56 -4.50 0.83  0.00
C 3.04 -3.21 0.84  0.00
C 3.75 -2.15 0.27  0.01
C 4.98 -2.41 -0.33  0.00
C 5.50 -3.70 -0.35  0.00
Sb 2.91 -0.21 0.19  0.07
C 4.57 0.82 -0.61  0.02
C 4.77 0.80 -1.98  0.00
C 5.92 1.37 -2.53  0.00
C 6.85 1.97 -1.70  0.00
C 6.65 2.01 -0.33  0.00
C 5.51 1.43 0.22  0.00
C 2.92 0.45 2.21  0.01
C 2.76 1.81 2.44  0.00
C 2.69 2.31 3.73  0.00
C 2.76 1.43 4.81  0.00
C 2.91 0.07 4.59  0.00
C 2.99 -0.43 3.29  0.00
H 5.20 -5.74 0.22  0.00
H 3.01 -5.31 1.29  0.00
H 2.08 -3.04 1.31  0.00
H 5.55 -1.60 -0.77  0.00
H 6.46 -3.88 -0.81  0.00
H 4.05 0.34 -2.65  0.00
H 6.08 1.33 -3.60  0.00
H 7.74 2.42 -2.12  0.00
H 7.37 2.48 0.32  0.00
H 5.37 1.46 1.30  0.00
H 2.71 2.51 1.60  0.00
H 2.59 3.37 3.91  0.00
H 2.72 1.81 5.82  0.00
H 2.99 -0.61 5.43  0.00
H 3.14 -1.49 3.13  0.00
C 1.37 -4.25 -3.97  0.01
C 0.12 -3.75 -4.32  0.00
C -0.23 -2.45 -3.99  0.01
C 0.67 -1.65 -3.30  0.01
C 1.93 -2.15 -2.96  0.01
C 2.28 -3.45 -3.29  0.00
P 0.24 0.02 -2.75  0.09
C -1.34 0.46 -3.49  0.02
C -2.52 -0.02 -2.91  0.01
C -3.74 0.32 -3.46  0.00
C -3.80 1.15 -4.57  0.01
C -2.63 1.63 -5.15  0.00
C -1.40 1.29 -4.61  0.01
C 1.50 1.11 -3.43  0.01
C 1.86 2.28 -2.77  0.00
C 2.74 3.17 -3.36  0.00
C 3.29 2.87 -4.60  0.00
C 2.94 1.70 -5.26  0.00
C 2.04 0.82 -4.68  0.00
H 1.64 -5.27 -4.24  0.00
H -0.57 -4.38 -4.87  0.00
H -1.20 -2.07 -4.27  0.00
H 2.65 -1.52 -2.44  0.00
H 3.26 -3.83 -3.02  0.00
H -2.48 -0.66 -2.03  0.00
H -4.66 -0.06 -3.02  0.00
H -4.76 1.42 -5.00  0.00
H -2.68 2.28 -6.01  0.00
H -0.49 1.68 -5.05  0.00
H 1.45 2.51 -1.80  0.00
H 3.02 4.07 -2.84  0.00
H 3.99 3.56 -5.06  0.00
H 3.37 1.47 -6.23  0.00
H 1.77 -0.09 -5.20  0.00

[2]
A molecular structure, C53H43BaN5O4P2 in a non-equilibrium geometry. Source: the OMol25 dataset; level of theory: ωB97M-V/def2-TZVPD.

ΔE to the lowest compared entry with this formula, charge and spin, kJ/mol: 1637.1
E_tot, hartree: -3327.67253

Last column: Mulliken charge in e.
Positions of all 108 atoms, in Å:
Ba 1.31 -2.28 -0.50  1.14
O -8.54 -5.54 -4.28  -0.40
C -8.90 -5.24 -3.17  0.73
O -9.43 -4.70 -2.26  -0.34
C -9.58 1.43 -3.14  -1.66
C -8.48 1.21 -3.87  -0.24
C -7.34 2.02 -3.41  0.50
N -7.35 2.85 -2.36  -0.61
C -8.45 2.88 -1.63  0.58
C -9.61 2.20 -1.95  -0.28
C -8.78 3.92 -0.64  0.39
C -9.40 5.17 -1.09  -0.35
C -9.89 6.06 -0.10  -0.41
C -9.76 5.73 1.21  -0.36
C -8.98 4.63 1.56  -0.20
N -8.67 3.65 0.74  -0.49
C -6.10 1.77 -4.23  0.46
C -5.81 2.57 -5.35  -0.47
C -4.78 2.26 -6.23  -0.39
C -4.02 1.02 -6.03  -0.43
C -4.30 0.40 -4.90  -0.24
N -5.35 0.76 -3.95  -0.48
H -8.35 0.61 -4.73  0.48
H -10.50 2.48 -1.41  0.38
H -9.56 5.34 -2.18  0.35
H -10.26 7.05 -0.45  0.32
H -10.09 6.23 2.09  0.36
H -8.93 4.31 2.61  0.34
H -6.34 3.42 -5.54  0.50
H -4.46 2.92 -7.09  0.29
H -3.08 0.68 -6.63  0.24
H -3.72 -0.43 -4.46  0.41
O 4.10 0.37 0.65  0.91
C 3.93 0.87 1.91  0.75
C 4.01 2.40 2.12  -1.11
C 3.65 2.91 3.26  -0.31
C 3.38 2.05 4.43  -0.86
C 3.15 0.79 4.15  -0.29
C 3.38 0.11 2.95  -0.34
P 2.93 -1.62 2.34  -0.13
C 2.36 -2.59 3.81  0.59
C 0.92 -2.91 4.06  -0.50
C 0.29 -3.75 4.90  -1.05
C 1.14 -4.59 5.61  -0.15
C 2.54 -4.49 5.49  -0.86
C 3.08 -3.54 4.62  -0.21
C 4.60 -2.34 2.13  0.69
C 4.65 -3.48 1.44  -0.46
C 5.98 -3.91 1.12  -0.66
C 7.06 -3.26 1.62  -0.50
C 7.04 -2.29 2.52  -0.69
C 5.76 -1.75 2.74  -0.04
C 5.29 0.96 -0.02  0.34
C 6.50 0.87 0.58  -0.60
C 7.59 0.93 -0.42  -1.04
C 7.33 1.16 -1.77  -0.74
C 6.10 1.26 -2.34  -0.44
C 5.05 1.26 -1.34  0.34
P 3.33 1.24 -2.05  -0.15
C 3.04 -0.47 -2.93  0.60
C 3.94 -1.47 -2.51  -0.39
C 3.59 -2.76 -2.96  -0.67
C 2.37 -3.09 -3.77  -0.74
C 1.49 -2.01 -4.03  -0.65
C 1.96 -0.59 -3.80  -0.49
C 3.31 2.37 -3.41  0.57
C 2.71 3.62 -3.17  -0.55
C 2.63 4.58 -4.45  -0.58
C 3.07 4.07 -5.66  -0.92
C 3.99 3.05 -5.74  -0.71
C 4.00 2.11 -4.66  -0.48
H 4.07 2.81 1.22  0.53
H 3.70 4.01 3.23  0.36
H 2.98 2.47 5.41  0.30
H 2.83 0.05 4.87  0.46
H 0.30 -2.09 3.67  0.27
H -0.73 -3.79 5.08  0.56
H 0.78 -5.57 6.05  0.30
H 3.19 -5.21 5.87  0.45
H 4.13 -3.47 4.80  0.35
H 3.82 -3.90 1.01  0.77
H 6.18 -4.78 0.49  0.38
H 7.82 -3.73 1.12  0.48
H 7.96 -1.99 2.97  0.50
H 5.80 -1.11 3.89  0.06
H 6.47 0.46 1.46  0.96
H 8.60 0.48 -0.08  0.26
H 8.04 1.08 -2.45  0.57
H 6.10 1.28 -3.37  0.35
H 4.85 -1.48 -1.85  0.09
H 3.83 -3.70 -2.57  0.52
H 2.31 -4.05 -3.85  0.66
H 0.43 -2.11 -4.54  0.25
H 1.41 0.22 -4.15  0.68
H 2.62 3.60 -2.08  0.50
H 1.91 5.22 -4.08  0.46
H 3.01 4.58 -6.41  0.65
H 4.54 2.81 -6.63  0.39
H 4.45 1.19 -4.66  0.55
N -3.92 -4.78 9.47  -0.50
C -2.74 -4.14 9.54  0.56
N -2.50 -2.97 8.78  -0.43
O -1.91 -4.59 10.26  -0.57
H -4.51 -4.77 8.59  0.25
H -3.87 -5.76 9.70  0.27
H -3.34 -2.56 8.40  0.20
H -1.51 -2.69 8.55  0.23
H -0.83 -2.43 -1.78  -0.30

[3]
A molecular structure, C53H44F3N8O3S4Sr in a non-equilibrium geometry. Source: the OMol25 dataset; level of theory: ωB97M-V/def2-TZVPD.

Total charge: -1
ΔE to the lowest compared entry with this formula, charge and spin, kJ/mol: 480.9
E_tot, hartree: -4632.68305

Last column: Mulliken charge in e.
Positions of all 116 atoms, in Å:
Sr 1.76 -1.93 -0.51  1.73
N 0.09 -0.70 0.75  -0.33
S -0.10 0.61 1.31  0.49
N -1.33 1.56 0.53  -0.19
S -1.05 2.45 -0.66  0.85
N 0.11 2.33 -1.66  0.30
S 0.62 0.94 -2.49  0.96
N 1.63 0.12 -1.87  -0.41
C -0.92 0.17 -2.98  1.55
C -1.69 0.71 -4.00  -0.60
C -2.87 0.09 -4.37  -1.26
C -3.28 -1.06 -3.70  -0.72
C -2.52 -1.57 -2.67  -1.18
C -1.33 -0.96 -2.29  0.33
C 1.19 1.74 -3.97  0.16
C 1.83 2.97 -3.91  -0.61
C 2.47 3.46 -5.04  -0.88
C 2.46 2.72 -6.21  -0.76
C 1.84 1.49 -6.26  -0.81
C 1.20 0.98 -5.14  -0.03
C -2.65 2.51 -1.49  0.59
C -3.66 1.64 -1.12  -0.42
C -4.88 1.75 -1.77  -0.76
C -5.07 2.71 -2.75  -0.59
C -4.04 3.59 -3.10  -0.77
C -2.82 3.49 -2.46  -0.84
C -0.88 4.18 -0.15  0.53
C -0.07 5.07 -0.84  -0.17
C 0.00 6.38 -0.39  -0.74
C -0.75 6.77 0.71  -0.60
C -1.57 5.87 1.38  -0.77
C -1.64 4.56 0.95  -0.75
C 1.23 1.80 1.51  0.71
C 1.03 2.96 2.25  -0.24
C 2.03 3.91 2.31  -0.82
C 3.23 3.69 1.64  -0.74
C 3.43 2.52 0.94  -1.23
C 2.43 1.56 0.88  -0.34
C -0.71 0.64 2.98  0.30
C -2.00 0.98 3.34  0.16
C -2.37 0.85 4.68  -0.91
C -1.45 0.40 5.61  -0.57
C -0.16 0.05 5.22  -0.85
C 0.22 0.16 3.90  -0.53
H -1.38 1.61 -4.52  0.56
H -3.47 0.50 -5.17  0.45
H -4.19 -1.56 -4.00  0.43
H -2.83 -2.46 -2.14  0.48
H -0.79 -1.40 -1.47  0.25
H 1.85 3.52 -2.98  0.37
H 2.97 4.41 -4.99  0.44
H 2.97 3.11 -7.09  0.40
H 1.85 0.90 -7.17  0.47
H 0.73 0.00 -5.17  0.31
H -3.48 0.89 -0.36  0.48
H -5.68 1.07 -1.51  0.46
H -6.03 2.79 -3.24  0.40
H -4.19 4.34 -3.86  0.43
H -2.01 4.15 -2.73  0.53
H 0.52 4.74 -1.68  0.35
H 0.63 7.09 -0.90  0.45
H -0.69 7.80 1.06  0.39
H -2.14 6.18 2.25  0.46
H -2.25 3.83 1.46  0.40
H 0.11 3.11 2.79  0.46
H 1.88 4.81 2.89  0.47
H 4.01 4.44 1.67  0.39
H 4.38 2.33 0.45  0.56
H 2.61 0.63 0.37  0.53
H -2.71 1.32 2.60  0.35
H -3.37 1.11 4.98  0.42
H -1.74 0.29 6.65  0.41
H 0.54 -0.34 5.95  0.48
H 1.21 -0.13 3.58  0.45
S 3.61 -1.71 1.73  -0.35
C 2.92 -3.00 2.78  0.44
N 3.59 -3.14 3.90  -0.98
N 3.08 -4.12 4.78  0.08
C 1.86 -4.14 5.39  0.85
C 0.83 -3.22 5.12  -0.20
C -0.38 -3.32 5.77  -0.02
C -0.64 -4.31 6.71  -1.00
C 0.38 -5.21 7.00  -0.31
C 1.60 -5.14 6.36  -0.74
N 1.79 -3.75 2.56  -0.54
N 1.23 -3.68 1.37  -0.01
C 0.02 -4.36 1.34  -0.39
C -0.54 -5.07 2.41  -0.35
C -1.78 -5.67 2.28  -0.66
C -2.50 -5.62 1.10  -0.64
C -1.94 -4.95 0.01  -0.68
C -0.70 -4.33 0.13  0.14
H 3.82 -4.60 5.26  0.22
H 1.00 -2.46 4.37  0.11
H -1.17 -2.62 5.51  0.40
H -1.60 -4.38 7.20  0.39
H 0.22 -6.00 7.73  0.34
H 2.37 -5.86 6.57  0.31
H 0.00 -5.11 3.34  0.43
H -2.19 -6.20 3.13  0.38
H -3.46 -6.10 1.01  0.37
H -2.46 -4.91 -0.93  0.42
H -0.29 -3.86 -0.75  0.58
F 1.68 -3.37 -5.95  -0.29
C 0.79 -3.11 -4.95  0.73
F -0.03 -2.11 -5.54  -0.31
F -0.04 -4.16 -4.83  -0.26
C 1.39 -2.73 -3.68  -0.01
O 2.56 -1.90 -3.92  -0.22
O 0.96 -3.05 -2.55  -0.49
C 4.47 -0.64 -3.35  -1.12
C 3.48 -1.71 -2.98  1.08
O 3.56 -2.38 -1.98  -0.77
H 5.43 -1.12 -3.53  0.41
H 4.59 0.03 -2.50  0.17
H 4.15 -0.08 -4.22  0.20

[4]
A molecular structure, C53H49Cl3N3O2PbSi2 in a non-equilibrium geometry. Source: the OMol25 dataset; level of theory: ωB97M-V/def2-TZVPD.

Total charge: +1
E_tot, hartree: -4516.07025

Last column: Mulliken charge in e.
Positions of all 113 atoms, in Å:
Pb -0.04 1.23 0.13  2.36
Cl -2.53 3.27 6.97  -0.16
C -2.01 3.23 5.33  0.43
C -2.26 2.11 4.54  -0.93
C -1.88 2.14 3.22  1.01
Cl -2.10 0.74 2.22  0.00
C -1.17 3.23 2.62  -1.36
O -0.82 3.26 1.40  -0.41
C -0.89 4.31 3.51  0.91
Cl 0.00 5.63 2.87  -0.14
C -1.34 4.33 4.82  -0.71
H -2.76 1.25 4.94  0.54
H -1.16 5.19 5.44  0.51
C 3.72 2.27 -2.56  -1.33
C 3.33 3.31 -3.38  -0.94
C 2.02 3.76 -3.32  -0.59
C 1.13 3.17 -2.42  0.29
N 1.53 2.17 -1.62  0.73
C 2.78 1.74 -1.69  -0.91
C -0.28 3.55 -2.32  0.36
C -0.85 4.53 -3.14  -0.77
C -2.21 4.80 -3.03  -0.86
C -2.96 4.09 -2.11  -1.01
C -2.31 3.15 -1.32  -0.42
N -1.03 2.89 -1.43  0.76
H 4.72 1.87 -2.59  0.55
H 4.03 3.77 -4.07  0.46
H 1.71 4.57 -3.96  0.50
H 3.02 0.93 -1.03  0.89
H -0.26 5.07 -3.86  0.48
H -2.67 5.54 -3.67  0.45
H -4.02 4.26 -2.00  0.51
H -2.84 2.58 -0.58  0.44
C 1.16 -1.04 -0.37  -0.68
Si 2.11 -1.49 1.18  -0.21
C 3.03 0.08 1.86  -0.87
N 2.10 1.20 2.02  1.31
C 2.69 2.51 1.77  -0.79
C 3.67 2.95 2.87  -0.88
C 2.96 2.97 4.22  -0.59
C 2.36 1.60 4.50  -0.87
C 1.45 1.19 3.33  0.13
C 0.98 -2.28 2.47  0.55
C -0.41 -2.21 2.32  0.43
C -1.25 -2.79 3.24  -1.10
C -0.74 -3.49 4.32  -0.79
C 0.64 -3.58 4.48  -0.73
C 1.48 -2.98 3.56  -0.62
C 3.27 -2.78 0.39  0.66
C 2.98 -4.13 0.52  -0.35
C 3.73 -5.08 -0.14  -0.77
C 4.77 -4.70 -0.97  -0.56
C 5.06 -3.35 -1.12  -0.72
C 4.32 -2.40 -0.45  -0.55
H 0.32 -1.67 -0.61  -0.50
H 1.73 -0.83 -1.27  1.00
H 3.81 0.37 1.16  0.77
H 3.54 -0.16 2.80  0.50
H 1.87 3.23 1.71  0.16
H 3.20 2.49 0.80  0.37
H 4.05 3.95 2.63  0.44
H 4.52 2.27 2.91  0.31
H 2.16 3.72 4.20  0.07
H 3.66 3.26 5.01  0.47
H 1.76 1.63 5.41  0.48
H 3.16 0.87 4.64  0.28
H 0.63 1.91 3.30  -0.59
H 1.03 0.19 3.50  0.12
H -0.82 -1.69 1.47  0.26
H -2.32 -2.71 3.11  0.53
H -1.40 -3.95 5.04  0.43
H 1.05 -4.13 5.31  0.44
H 2.55 -3.06 3.69  0.48
H 2.16 -4.44 1.16  0.33
H 3.50 -6.13 -0.02  0.43
H 5.34 -5.44 -1.50  0.40
H 5.87 -3.05 -1.77  0.44
H 4.55 -1.36 -0.58  0.27
O -1.70 -0.09 -0.81  0.50
Si -2.27 -1.09 -1.88  -0.72
C -4.18 -1.18 -1.84  0.53
C -4.87 -2.35 -2.14  -0.07
C -6.25 -2.38 -2.07  -0.74
C -6.95 -1.24 -1.71  -0.55
C -6.27 -0.07 -1.42  -0.73
C -4.89 -0.04 -1.49  -0.26
C -1.77 -0.62 -3.66  -0.31
C -2.29 -1.24 -4.79  -0.28
C -1.85 -0.88 -6.05  -0.85
C -0.89 0.11 -6.20  -0.66
C -0.38 0.74 -5.08  -0.57
C -0.81 0.37 -3.83  0.23
C -1.63 -2.84 -1.49  0.21
C -0.54 -3.37 -2.19  -0.24
C 0.05 -4.55 -1.79  -0.65
C -0.44 -5.24 -0.69  -0.61
C -1.53 -4.74 0.00  -0.70
C -2.11 -3.54 -0.39  -0.33
H -4.33 -3.25 -2.41  0.42
H -6.79 -3.29 -2.30  0.42
H -8.03 -1.26 -1.65  0.39
H -6.81 0.82 -1.14  0.43
H -4.34 0.86 -1.27  0.26
H -3.05 -2.00 -4.68  0.41
H -2.26 -1.38 -6.92  0.42
H -0.55 0.38 -7.19  0.40
H 0.37 1.51 -5.19  0.46
H -0.41 0.84 -2.95  0.31
H -0.17 -2.84 -3.05  0.46
H 0.90 -4.94 -2.34  0.43
H 0.01 -6.17 -0.39  0.46
H -1.93 -5.27 0.85  0.43
H -2.96 -3.15 0.15  0.60

Question: Which value of E_tot does entry 4 give?
Answer: -4516.07025 hartree

Question: E_tot of number 4 (C53H49Cl3N3O2PbSi2)?
Answer: -4516.07025 hartree